Entry 1:
A cluster of 14 separate species, C23H64BN8O21 in total. Source: OMol25; level of theory: ωB97M-V/def2-TZVPD.

```
117
Properties=species:S:1:pos:R:3:lowdin_charge:R:1
O -1.63 0.68 -2.40 0.138
C -1.23 1.04 -1.34 -0.361
O -0.36 0.35 -0.62 0.226
B -0.14 1.02 0.65 -0.885
O -0.84 2.30 0.59 0.261
C -1.53 2.35 -0.54 -0.312
O -2.26 3.23 -0.93 0.138
O 1.25 1.22 1.06 0.247
C 1.49 0.57 2.19 -0.347
O 2.52 0.59 2.82 0.152
C 0.19 -0.18 2.58 -0.391
O -0.70 0.08 1.70 0.234
O 0.04 -0.80 3.62 0.059
O -1.77 5.87 0.33 -0.057
H -2.04 5.84 -0.59 0.009
H -0.81 5.90 0.31 0.034
O -3.02 -2.42 1.88 -0.077
H -2.31 -2.96 2.28 -0.007
H -2.81 -1.51 2.12 0.003
O -4.24 4.26 1.52 -0.065
H -4.95 4.78 1.12 0.022
H -3.53 4.28 0.86 -0.014
O 1.56 1.25 5.57 -0.051
H 1.83 0.61 4.90 0.001
H 0.68 0.97 5.84 0.009
C -2.60 -3.22 -3.86 -0.654
O -2.47 -2.76 -5.01 0.001
N -3.54 -4.14 -3.57 0.161
N -2.08 -2.63 -2.77 0.176
H -4.04 -4.67 -4.25 0.108
H -3.62 -4.37 -2.60 0.100
H -2.60 -2.62 -1.91 0.111
H -1.58 -1.84 -3.16 0.101
C -3.35 0.61 4.18 -0.690
O -4.14 0.68 3.24 0.030
N -2.10 1.14 4.13 0.187
N -3.71 0.12 5.38 0.149
H -1.53 0.90 4.92 0.079
H -1.68 1.53 3.31 0.103
H -2.99 -0.11 6.04 0.081
H -4.55 -0.44 5.37 0.105
C -4.36 5.08 -2.82 -0.682
O -4.18 5.68 -1.75 0.012
N -5.37 5.49 -3.63 0.138
N -3.67 4.05 -3.31 0.182
H -5.60 4.80 -4.33 0.083
H -6.01 6.26 -3.55 0.100
H -2.97 3.61 -2.73 0.077
H -3.95 3.71 -4.21 0.089
C -1.71 -3.94 4.91 -0.693
O -1.97 -4.26 3.74 0.001
N -1.98 -4.80 5.90 0.152
N -1.23 -2.76 5.29 0.191
H -2.53 -5.61 5.66 0.108
H -1.86 -4.66 6.89 0.096
H -1.13 -2.70 6.29 0.102
H -0.82 -2.13 4.61 0.063
C 2.59 -2.86 -2.39 -0.064
C 2.28 -2.17 -1.07 -0.477
C 1.16 -2.94 -0.36 -0.039
O 3.46 -2.24 -0.28 -0.045
H 1.64 -3.10 -2.89 0.075
H 3.04 -3.84 -2.22 0.085
H 3.16 -2.22 -3.07 0.065
H 1.94 -1.16 -1.28 0.123
H 1.29 -3.98 -0.07 0.085
H 0.20 -2.80 -0.87 0.067
H 0.98 -2.37 0.56 0.064
H 4.24 -1.97 -0.76 0.082
C -4.12 0.01 -6.12 -0.045
C -2.73 0.23 -6.78 -0.504
C -1.84 1.11 -5.92 -0.070
O -2.08 -0.98 -7.09 -0.050
H -4.85 -0.19 -6.90 0.070
H -4.43 0.95 -5.67 0.067
H -4.09 -0.86 -5.46 0.066
H -2.99 0.80 -7.68 0.124
H -1.69 0.63 -4.95 0.059
H -2.11 2.16 -5.80 0.071
H -0.85 1.20 -6.39 0.071
H -2.32 -1.56 -6.34 0.028
C 1.13 1.71 -4.04 -0.059
C 2.15 2.00 -2.92 -0.462
C 3.51 1.30 -3.21 -0.046
O 2.47 3.36 -2.80 -0.048
H 1.37 1.86 -5.09 0.078
H 0.32 2.43 -3.88 0.077
H 0.77 0.68 -3.95 0.075
H 1.78 1.63 -1.97 0.127
H 4.10 1.11 -2.32 0.062
H 4.07 1.77 -4.02 0.080
H 3.19 0.31 -3.55 0.063
H 3.03 3.59 -3.55 0.079
C 1.51 -4.09 3.23 -0.049
C 2.25 -3.57 4.50 -0.454
C 3.59 -4.28 4.70 -0.058
O 2.53 -2.18 4.29 -0.067
H 0.56 -3.62 3.00 0.056
H 1.35 -5.16 3.38 0.082
H 2.22 -4.03 2.40 0.072
H 1.54 -3.62 5.33 0.114
H 3.47 -5.25 5.17 0.072
H 4.32 -3.73 5.29 0.075
H 4.09 -4.44 3.74 0.077
H 1.82 -1.83 3.74 0.028
C 5.18 2.40 2.76 -0.066
C 6.23 1.81 1.84 -0.478
C 6.09 2.18 0.36 -0.046
O 7.52 2.15 2.38 -0.072
H 4.23 2.07 2.35 0.058
H 5.14 3.49 2.79 0.080
H 5.23 2.13 3.81 0.085
H 6.18 0.72 1.95 0.136
H 5.69 3.19 0.28 0.078
H 5.41 1.51 -0.16 0.060
H 7.03 2.10 -0.19 0.074
H 7.59 3.11 2.28 0.079
```

## Properties
Kohn-Sham gap in Ha: 0.350
LUMO in eV: 1.99
Charge: -1
Energy above the lowest of the compared OMol25 structures with the same formula, charge and spin in kJ/mol: 196.0

=====

Entry 2:
A structure of composition C5H8NO. Source: OMol25; level of theory: ωB97M-V/def2-TZVPD.

```
15
Properties=species:S:1:pos:R:3:lowdin_charge:R:1
C 1.60 0.66 0.65 0.055
C 1.08 0.49 -0.72 -0.036
C -1.17 0.65 -0.39 -0.213
C -0.10 -0.36 -0.39 -0.250
C -0.15 -1.75 0.11 0.036
N 0.19 0.93 0.35 0.078
O -2.25 0.51 0.31 0.155
H 1.80 -0.21 1.27 0.125
H 2.18 1.54 0.88 0.139
H 1.28 1.06 -1.61 0.154
H -1.14 1.54 -1.49 0.280
H -0.98 -1.89 0.79 0.105
H 0.79 -2.04 0.59 0.098
H -0.29 -2.41 -0.75 0.113
H -2.82 1.29 0.38 0.163
```

## Properties
Kohn-Sham gap in Ha: 0.439
LUMO in eV: -3.53
Charge: +1
Energy above the lowest of the compared OMol25 structures with the same formula, charge and spin in kJ/mol: 450.8

=====

Entry 3:
The molecule C2H2P2S2. Source: OMol25; level of theory: ωB97M-V/def2-TZVPD.

```
8
Properties=species:S:1:pos:R:3:lowdin_charge:R:1
S 2.86 0.36 -0.39 0.556
C 1.30 0.18 0.00 -1.404
P -0.04 1.75 0.01 0.551
P -1.82 0.57 0.35 0.534
C -1.13 -0.97 0.46 -0.943
S 0.46 -1.35 0.01 0.757
H 0.10 1.31 -1.35 -0.090
H -1.72 -1.86 0.91 0.040
```

## Properties
Kohn-Sham gap in Ha: 0.285
LUMO in eV: -0.89
SMILES string: S=C1[PH]#P=CS1
Energy above the lowest of the compared OMol25 structures with the same formula, charge and spin in kJ/mol: 206.2

=====

Entry 4:
A cluster of 2 separate species, C4H11OP in total. Source: OMol25; level of theory: ωB97M-V/def2-TZVPD.

```
17
Properties=species:S:1:pos:R:3:lowdin_charge:R:1
C -2.02 -1.07 -0.74 -0.187
C 0.72 -2.02 0.75 -0.144
C 0.41 3.21 -0.18 0.039
C 0.87 -0.93 -0.49 -0.356
O -0.80 0.53 1.01 -0.291
P -0.69 0.08 -0.52 0.735
H -2.20 -1.25 -1.79 -0.009
H -2.56 -1.24 0.21 0.017
H 0.25 -1.66 1.65 0.028
H 0.21 -3.01 0.34 0.098
H 1.83 -2.16 0.94 0.066
H 1.43 2.74 -0.01 0.022
H 0.46 3.75 -1.19 0.025
H -0.16 3.56 0.54 -0.082
H 0.94 -1.56 -1.34 0.044
H 1.73 -0.33 -0.31 0.037
H -0.40 1.34 1.11 -0.041
```

## Properties
Kohn-Sham gap (alpha / beta) in Ha: 0.291 / 0.264
LUMO (alpha / beta) in eV: -0.21 / -0.23
Energy above the lowest of the compared OMol25 structures with the same formula, charge and spin in kJ/mol: 492.4

=====

- Which value of energy above the lowest of the compared OMol25 structures with the same formula, charge and spin does entry 2 give?
  450.8 kJ/mol